No. 1
Molecular formula: C38H55Br2F6NO7
Method: DFT, ωB97M-V/def2-TZVPD

Summary:
* Kohn-Sham gap: 7.8880 eV
* structure (SMILES): C#CCc1c(CC[C@](F)(Br)C(F)(F)Br)c(N)c2c(c1CCOCC(F)(F)F)C(=O)C(CCOCC)=C(CCCCOC)C2=O.CCOCC.CCOCC
* E_HOMO: -8.580 eV
* molar mass: 911.65 g mol⁻¹
* total charge: 0
* 2S+1: 1

Geometry (Å):
1 C 3.749 2.279 -1.460
2 C 3.013 1.364 -1.353
3 C 2.129 0.219 -1.400
4 C 0.730 0.426 -0.824
5 C -0.243 1.043 -1.629
6 C 0.091 1.587 -3.007
7 C -0.331 0.595 -4.094
8 C 0.626 0.463 -5.274
9 F 1.531 -0.511 -4.976
10 Br 1.560 2.103 -5.705
11 C -0.150 -0.001 -6.540
12 F -0.981 -0.997 -6.217
13 F -0.909 1.008 -7.003
14 Br 1.048 -0.569 -7.949
15 C -1.578 1.147 -1.178
16 N -2.556 1.751 -1.984
17 C -1.898 0.577 0.059
18 C -0.928 -0.026 0.869
19 C 0.409 -0.071 0.467
20 C 1.520 -0.624 1.315
21 C 2.373 0.521 1.922
22 O 1.550 1.669 2.048
23 C 2.219 2.888 2.195
24 C 1.299 3.997 1.760
25 F 1.069 4.029 0.433
26 F 0.106 3.900 2.366
27 F 1.851 5.181 2.100
28 C -1.399 -0.611 2.170
29 O -0.751 -0.549 3.188
30 C -2.755 -1.229 2.140
31 C -3.067 -2.445 2.979
32 C -1.913 -3.345 3.334
33 O -1.550 -4.107 2.189
34 C -0.163 -4.271 2.022
35 C 0.514 -5.099 3.126
36 C -3.661 -0.635 1.352
37 C -5.071 -1.091 1.155
38 C -5.224 -1.763 -0.250
39 C -6.454 -1.314 -1.035
40 C -6.314 0.050 -1.690
41 O -6.704 -0.060 -3.057
42 C -6.555 1.169 -3.727
43 C -3.280 0.568 0.575
44 O -4.074 1.466 0.390
45 H 4.383 3.126 -1.483
46 H 2.607 -0.646 -0.962
47 H 2.008 -0.041 -2.447
48 H 1.144 1.809 -3.030
49 H -0.456 2.511 -3.147
50 H -0.447 -0.409 -3.699
51 H -1.307 0.868 -4.478
52 H -2.214 2.619 -2.377
53 H -3.377 1.994 -1.443
54 H 2.133 -1.306 0.738
55 H 1.155 -1.180 2.161
56 H 3.271 0.712 1.336
57 H 2.671 0.231 2.931
58 H 2.410 3.078 3.256
59 H 3.175 2.929 1.683
60 H -3.615 -2.166 3.874
61 H -3.738 -3.062 2.389
62 H -2.253 -4.037 4.106
63 H -1.052 -2.823 3.740
64 H 0.318 -3.297 1.957
65 H -0.004 -4.756 1.066
66 H 1.100 -5.909 2.712
67 H 1.193 -4.469 3.695
68 H -0.211 -5.470 3.840
69 H -5.755 -0.252 1.214
70 H -5.314 -1.849 1.884
71 H -4.346 -1.535 -0.856
72 H -5.220 -2.841 -0.135
73 H -7.331 -1.360 -0.397
74 H -6.601 -2.023 -1.846
75 H -5.276 0.371 -1.664
76 H -6.974 0.771 -1.208
77 H -5.538 1.301 -4.102
78 H -7.245 1.194 -4.564
79 H -6.790 2.018 -3.083
80 C 6.534 0.356 -5.466
81 C 6.909 -0.719 -4.459
82 O 5.835 -1.137 -3.638
83 C 4.722 -1.699 -4.311
84 C 5.044 -2.952 -5.107
85 H 6.107 1.221 -4.957
86 H 7.419 0.676 -6.017
87 H 5.802 0.000 -6.192
88 H 7.660 -0.327 -3.773
89 H 7.364 -1.579 -4.964
90 H 4.244 -0.948 -4.950
91 H 4.005 -1.945 -3.527
92 H 5.740 -2.752 -5.923
93 H 4.131 -3.361 -5.541
94 H 5.494 -3.709 -4.462
95 C 0.984 3.324 8.212
96 C 1.686 2.070 7.717
97 O 0.811 1.020 7.359
98 C -0.110 1.305 6.318
99 C 0.539 1.680 4.999
100 H 0.337 3.089 9.058
101 H 1.719 4.064 8.529
102 H 0.368 3.780 7.436
103 H 2.310 1.666 8.516
104 H 2.358 2.310 6.885
105 H -0.815 2.082 6.635
106 H -0.688 0.390 6.185
107 H 1.110 2.608 5.074
108 H -0.220 1.817 4.232
109 H 1.216 0.891 4.672

Atoms 1-2, force components in eV/Å:
C 1.3 1.8 0.1
C -1.1 -1.4 0.0

No. 2
Molecular formula: C5H14
Method: DFT, ωB97M-V/def2-TZVPD

Summary:
* Kohn-Sham gap: 11.5789 eV
* structure (SMILES): CCC.CC
* E_HOMO: -10.475 eV
* molar mass: 74.17 g mol⁻¹
* total charge: 0
* energy relative to the best compared isomer or geometry (same formula, charge and spin): 46.1 kcal/mol
* 2S+1: 1

Geometry (Å):
1 C 0.551 -0.142 -1.554
2 C 0.119 -1.492 -2.053
3 C -0.929 -2.001 -1.163
4 H 0.648 0.128 -0.498
5 H -0.084 0.531 -2.301
6 H 1.526 0.018 -2.012
7 H -0.126 -1.458 -3.068
8 H 1.010 -2.306 -1.783
9 H -1.861 -1.407 -1.183
10 H -1.309 -2.970 -1.531
11 H -0.608 -1.868 -0.178
12 C -0.299 1.978 1.603
13 C 0.553 1.212 2.556
14 H -0.283 3.000 1.948
15 H 0.072 2.078 0.588
16 H -1.380 1.803 1.774
17 H 0.930 1.755 3.529
18 H -0.035 0.455 2.990
19 H 1.505 0.685 2.336

Atoms 1-2, force components in eV/Å:
C 0.1 2.0 -3.9
C 3.4 -2.4 3.6